{
  "formula": "C11H21INO8S",
  "method": "ωB97M-V with the def2-TZVPD basis set",
  "elements": ["C", "C", "I", "C", "C", "N", "S", "C", "O", "O", "H", "H", "H", "H", "H", "H", "H", "H", "H", "C", "O", "C", "O", "O", "C", "H", "H", "H", "H", "H", "H", "C", "O", "C", "O", "O", "C", "H", "H", "H", "H", "H", "H"],
  "coordinates": [[-1.591, -3.973, 0.330], [-3.073, -3.374, 0.001], [-2.742, -2.049, -1.746], [-4.105, -4.508, -0.446], [-5.652, -4.127, -0.278], [-6.353, -5.097, 0.665], [-7.950, -4.521, 1.079], [-5.936, -2.601, 0.111], [-6.320, -1.770, -0.778], [-5.794, -2.117, 1.418], [-1.039, -4.327, -0.601], [-1.724, -4.779, 1.128], [-1.024, -3.108, 0.846], [-3.371, -2.783, 0.928], [-3.906, -5.474, 0.142], [-3.920, -4.776, -1.552], [-6.161, -4.295, -1.305], [-6.528, -5.972, 0.132], [-8.695, -4.284, -0.073], [-1.644, 0.891, 1.069], [-0.291, 0.538, 0.777], [0.591, 1.532, 0.957], [0.333, 2.651, 1.331], [1.814, 1.066, 0.649], [2.860, 2.024, 0.795], [-2.266, 0.014, 0.889], [-1.749, 1.179, 2.118], [-1.983, 1.695, 0.412], [2.934, 2.358, 1.833], [2.700, 2.873, 0.127], [3.798, 1.541, 0.520], [7.646, 5.564, 0.880], [7.674, 5.243, -0.510], [6.564, 4.631, -0.956], [5.596, 4.349, -0.294], [6.722, 4.387, -2.267], [5.609, 3.735, -2.878], [8.589, 6.052, 1.128], [6.830, 6.256, 1.099], [7.556, 4.657, 1.483], [4.713, 4.354, -2.808], [5.439, 2.756, -2.424], [5.847, 3.589, -3.933]],
  "mulliken_charge": [-1.044, -0.568, 0.032, -0.777, 0.745, -0.554, -0.211, 0.174, -0.698, -0.763, 0.313, 0.367, 0.261, 0.524, 0.349, 0.280, 0.174, 0.304, 0.113, -0.519, -0.212, 0.726, -0.547, -0.312, -0.574, 0.056, 0.308, 0.286, 0.297, 0.259, 0.213, -0.610, -0.326, 0.802, -0.528, -0.309, -0.586, 0.215, 0.287, 0.289, 0.285, 0.278, 0.203],
  "total_charge": -1,
  "e_lumo_ev": 1.85,
  "total_energy_ev": -48553.0087,
  "fmax_ev_per_a": 6.017,
  "homo_ev": -4.055
}